(1)
DFT (wB97M-V/def2-TZVPD) results for the molecule C4H8N2.

Each line ends with the Mulliken charge.
Geometry (Å):
C (1.421, 0.261, 0.011)  -0.9495
N (0.132, 0.068, -0.631)  -0.0491
C (-0.721, 1.238, -0.515)  -0.9203
C (-0.502, -1.165, -0.226)  -0.6075
C (-0.665, -1.329, 1.245)  0.3809
N (-0.741, -1.437, 2.394)  -0.4186
H (1.852, 1.207, -0.330)  0.3112
H (2.103, -0.548, -0.272)  0.2758
H (1.352, 0.291, 1.113)  0.3727
H (-0.936, 1.533, 0.528)  0.3488
H (-1.671, 1.057, -1.029)  0.3048
H (-0.227, 2.079, -1.014)  0.3177
H (0.093, -2.014, -0.584)  0.3171
H (-1.491, -1.243, -0.690)  0.3160

Its structure (SMILES) is CN(C)CC#N. As for the frontier orbital gap: 10.18 eV. As for the LUMO energy: 0.03201 hartree. The value obtained for the HOMO energy is -9.31 eV.


(2)
DFT (wB97M-V/def2-TZVPD) results for a cluster of 2 separate species, C2H4N2O3 in total.

Each line ends with the Mulliken charge.
Geometry (Å):
C (0.331, 0.455, 0.506)  0.7491
C (0.476, -0.830, -0.096)  -1.0677
N (0.455, 1.403, 1.118)  -0.6028
N (-1.582, 2.494, -0.879)  1.1362
O (-1.178, 3.267, 0.161)  -0.4794
O (-2.171, 3.076, -1.696)  -0.5845
O (-1.312, 1.362, -0.843)  -0.5986
H (-0.497, -1.344, -0.294)  0.2903
H (0.816, -1.596, 0.499)  0.4016
H (1.012, -0.666, -0.942)  0.2890
H (-0.713, 2.724, 0.912)  0.4668

Its structure (SMILES) is O=[N+]([O-])O.CC#N. As for the frontier orbital gap: 11.84 eV. As for the LUMO energy: 0.02533 hartree. The value obtained for the HOMO energy is -11.15 eV.


(3)
DFT (wB97M-V/def2-TZVPD) results for a structure of composition C19H21CoN4O8P2.

Each line ends with the Mulliken charge.
Geometry (Å):
Co (0.244, -0.264, -0.092)  -0.3696
C (-2.985, 4.030, 0.445)  -0.4282
C (-2.277, 3.543, 1.535)  -0.8747
C (-1.147, 2.767, 1.348)  0.1485
C (-0.731, 2.463, 0.055)  -0.6808
C (-1.436, 2.952, -1.041)  -0.0060
C (-2.557, 3.741, -0.842)  -0.8678
N (0.385, 1.617, -0.156)  1.1962
C (1.637, 2.100, -0.182)  0.5887
C (2.033, 3.433, 0.019)  -0.5117
C (3.379, 3.723, 0.047)  -0.7440
C (4.334, 2.717, -0.141)  -0.4639
C (3.967, 1.396, -0.379)  -0.7674
C (2.621, 1.087, -0.413)  0.4353
N (2.034, -0.134, -0.605)  1.5254
N (2.758, -1.232, -0.719)  -1.1678
C (1.998, -2.328, -0.624)  0.2653
C (2.551, -3.619, -0.655)  -0.6666
C (1.715, -4.702, -0.542)  -0.2384
C (0.338, -4.504, -0.428)  -1.3633
C (-0.154, -3.214, -0.393)  -0.0010
N (0.642, -2.149, -0.479)  0.4792
H (-3.873, 4.630, 0.596)  0.4167
H (-2.610, 3.761, 2.541)  0.4113
H (-0.597, 2.369, 2.192)  0.5123
H (-1.097, 2.695, -2.036)  0.4514
H (-3.096, 4.124, -1.699)  0.4156
H (1.284, 4.199, 0.168)  0.5146
H (3.704, 4.738, 0.228)  0.4068
H (5.384, 2.973, -0.098)  0.4011
H (4.706, 0.621, -0.521)  0.4904
H (3.623, -3.712, -0.746)  0.5296
H (2.125, -5.704, -0.535)  0.4120
H (-0.346, -5.337, -0.353)  0.4689
H (-1.214, -3.025, -0.290)  0.7247
O (1.530, -2.510, 3.038)  -0.5431
P (0.499, -1.291, 2.915)  0.3491
O (0.086, -0.731, 4.221)  -0.8363
O (1.033, -0.346, 1.870)  -0.0251
O (-0.786, -2.092, 2.266)  -0.1462
P (-2.063, -1.240, 1.719)  0.4000
O (-2.518, -0.372, 2.956)  -0.5534
O (-3.087, -2.132, 1.166)  -0.7862
O (-1.465, -0.283, 0.645)  -0.3048
H (1.397, -2.968, 3.883)  0.3219
H (-1.800, -0.318, 3.643)  0.4101
C (-2.521, -2.154, -2.653)  -0.8898
C (-2.067, -0.744, -2.992)  -0.4102
O (-1.363, -0.110, -1.919)  -0.2928
H (-3.227, -2.512, -3.404)  0.4434
H (-3.022, -2.163, -1.681)  0.2776
H (-1.676, -2.842, -2.625)  0.1565
H (-2.935, -0.128, -3.249)  0.2893
H (-1.389, -0.744, -3.845)  0.3514
H (-1.969, -0.075, -1.158)  0.1457

As for the frontier orbital gap (alpha / beta): 5.89 / 6.31 eV. As for the LUMO energy (alpha / beta): -0.05741 / -0.10988 hartree. The value obtained for the HOMO energy (alpha / beta) is -7.45 / -9.30 eV. As for the multiplicity: 5.


(4)
DFT (wB97M-V/def2-TZVPD) results for a structure of composition C4H7O3Sm.

Each line ends with the Mulliken charge.
Geometry (Å):
H (3.485, 2.046, -1.277)  -0.2060
O (0.138, 2.349, 0.053)  -0.6115
C (-1.082, 2.115, -0.109)  0.1247
C (-1.538, 0.795, -0.361)  -0.1602
O (-0.609, -0.125, -0.478)  -0.2538
C (-0.547, -1.283, 0.394)  -0.3592
C (0.886, -1.796, 0.293)  -0.4640
O (1.816, -0.808, 0.528)  -0.7213
Sm (1.924, 1.091, -0.387)  1.4957
H (-1.816, 2.933, -0.142)  0.3983
H (-2.583, 0.488, -0.295)  0.4287
H (-1.280, -2.016, 0.035)  0.3395
H (-0.787, -0.942, 1.409)  0.3598
H (1.021, -2.247, -0.713)  0.2892
H (0.973, -2.601, 1.051)  0.3401

The charge is +1. As for the frontier orbital gap (alpha / beta): 7.92 / 5.83 eV. As for the LUMO energy (alpha / beta): -0.17491 / -0.25002 hartree. The value obtained for the HOMO energy (alpha / beta) is -12.68 / -12.63 eV. As for the multiplicity: 7.


(5)
DFT (wB97M-V/def2-TZVPD) results for a cluster of 3 separate species, C17H16F5NO6S in total.

Each line ends with the Mulliken charge.
Geometry (Å):
O (-1.422, 0.938, 0.768)  -0.1556
N (-2.560, 1.117, 0.648)  0.0114
O (-3.195, -0.133, 0.388)  -0.1436
C (-4.227, -0.400, 1.316)  -0.4146
C (-3.709, -0.451, 2.770)  0.7186
O (-3.453, 0.534, 3.349)  -0.4764
O (-3.636, -1.714, 3.288)  -0.3910
C (-2.837, -1.798, 4.445)  -0.6632
S (-1.061, -1.994, 4.044)  1.1221
O (-0.360, -1.747, 5.261)  -0.6672
O (-0.708, -1.125, 2.973)  -0.5224
C (-0.847, -3.752, 3.462)  0.6349
F (-0.887, -3.712, 2.140)  -0.2402
F (-1.813, -4.547, 3.892)  -0.2754
C (0.512, -4.399, 3.848)  0.6288
F (0.444, -5.676, 3.500)  -0.2569
F (1.504, -3.864, 3.215)  -0.2206
F (0.715, -4.390, 5.135)  -0.2217
H (-5.073, 0.294, 1.248)  0.3071
H (-4.612, -1.392, 1.056)  0.2845
H (-2.985, -1.004, 5.180)  0.4357
H (-3.115, -2.735, 4.944)  0.4389
C (2.470, 4.685, 0.236)  -0.3028
C (2.594, 4.729, -1.146)  -0.4594
C (1.904, 3.817, -1.935)  -0.4501
C (1.083, 2.868, -1.341)  -0.4248
C (0.956, 2.825, 0.042)  -0.2605
C (1.653, 3.732, 0.830)  -0.6161
H (3.011, 5.394, 0.851)  0.3637
H (3.230, 5.473, -1.609)  0.3606
H (2.006, 3.847, -3.013)  0.4412
H (0.542, 2.159, -1.957)  0.4403
H (0.316, 2.087, 0.502)  0.5918
H (1.558, 3.696, 1.908)  0.3813
C (2.526, 0.629, -4.232)  -0.3037
C (2.651, 0.672, -5.614)  -0.4435
C (1.962, -0.240, -6.402)  -0.3677
C (1.140, -1.189, -5.809)  -0.3727
C (1.013, -1.230, -4.427)  -0.4043
C (1.709, -0.324, -3.638)  -0.4593
H (3.066, 1.338, -3.616)  0.4525
H (3.287, 1.417, -6.077)  0.3582
H (2.064, -0.210, -7.480)  0.3577
H (0.599, -1.897, -6.424)  0.3528
H (0.371, -1.969, -3.964)  0.3643
H (1.614, -0.359, -2.559)  0.4673

Its structure (SMILES) is O=NOCC(=O)OCS(=O)(=O)C(F)(F)C(F)(F)F.c1ccccc1.c1ccccc1. As for the frontier orbital gap: 8.93 eV. As for the LUMO energy: -0.00759 hartree. The value obtained for the HOMO energy is -9.14 eV.


(6)
DFT (wB97M-V/def2-TZVPD) results for a structure of composition C21H27CrN4O2S4.

Each line ends with the Mulliken charge.
Geometry (Å):
Cr (0.873, -1.287, -1.539)  0.4084
C (-1.036, 0.468, -3.195)  -1.4994
N (0.353, 0.575, -2.692)  1.3692
C (0.454, 1.848, -1.955)  -1.5349
C (1.300, 0.608, -3.827)  -1.1230
C (1.641, -0.788, -4.299)  -0.8217
N (2.183, -1.606, -3.193)  0.4112
C (3.512, -1.111, -2.766)  -1.0071
C (2.347, -2.994, -3.671)  -1.1259
H (-1.309, 1.390, -3.721)  0.3604
H (-1.713, 0.302, -2.359)  0.1627
H (-1.140, -0.374, -3.874)  0.4867
H (0.220, 2.683, -2.622)  0.4379
H (1.455, 1.972, -1.552)  0.3723
H (-0.259, 1.855, -1.133)  0.3496
H (2.202, 1.121, -3.497)  0.5169
H (0.883, 1.189, -4.657)  0.3534
H (2.365, -0.731, -5.119)  0.4076
H (0.750, -1.297, -4.673)  0.4478
H (4.197, -1.076, -3.619)  0.3526
H (3.901, -1.791, -2.012)  0.3203
H (3.438, -0.122, -2.316)  0.3083
H (3.062, -3.007, -4.502)  0.3374
H (1.388, -3.389, -3.993)  0.3608
H (2.717, -3.609, -2.855)  0.3085
S (1.869, -3.047, -0.280)  -0.3227
S (0.839, -4.733, -0.877)  -0.1288
S (-1.057, -3.957, -0.949)  -0.0827
S (-0.828, -2.612, -2.481)  -0.2144
O (1.981, 0.036, -0.151)  -0.6837
C (0.913, 0.079, 0.514)  -0.2117
N (0.655, 0.741, 1.652)  0.1675
C (-0.731, 0.517, 2.062)  3.3878
C (-1.247, -0.330, 0.842)  -0.7994
O (-2.389, -0.669, 0.686)  -0.6660
N (-0.167, -0.575, 0.035)  0.7491
C (-0.853, -0.339, 3.317)  -0.8546
C (-2.126, -0.593, 3.825)  -0.1797
C (-2.282, -1.388, 4.948)  -0.9369
C (-1.170, -1.938, 5.576)  -0.3954
C (0.094, -1.698, 5.066)  -0.9381
C (0.253, -0.905, 3.935)  -0.2293
C (-1.455, 1.852, 2.189)  -0.3607
C (-1.334, 2.584, 3.367)  -0.2355
C (-1.903, 3.844, 3.478)  -0.8819
C (-2.612, 4.383, 2.414)  -0.4471
C (-2.749, 3.655, 1.242)  -1.1040
C (-2.174, 2.396, 1.129)  -0.1722
H (1.338, 1.261, 2.175)  0.3175
H (-2.991, -0.172, 3.327)  0.4647
H (-3.275, -1.582, 5.333)  0.4061
H (-1.293, -2.561, 6.453)  0.4036
H (0.964, -2.135, 5.539)  0.4195
H (1.244, -0.751, 3.528)  0.4073
H (-0.798, 2.158, 4.208)  0.4154
H (-1.800, 4.402, 4.400)  0.4011
H (-3.067, 5.362, 2.503)  0.3944
H (-3.315, 4.060, 0.413)  0.4253
H (-2.317, 1.824, 0.221)  0.5257

As for the frontier orbital gap (alpha / beta): 7.11 / 7.46 eV. As for the LUMO energy (alpha / beta): 0.00008 / 0.00886 hartree. The value obtained for the HOMO energy (alpha / beta) is -7.11 / -7.22 eV. As for the multiplicity: 4.


(7)
DFT (wB97M-V/def2-TZVPD) results for a cluster of 2 separate species, C2H7N2O in total.

Each line ends with the Mulliken charge.
Geometry (Å):
C (0.222, -0.111, -0.508)  -0.0749
C (-1.281, 0.441, 1.326)  -0.6475
N (-0.175, -0.338, 0.791)  -0.1124
N (1.572, -0.475, -1.020)  -0.1490
O (-0.667, -1.182, -0.299)  -0.3082
H (-0.179, 1.419, -1.570)  0.2612
H (-2.048, -0.305, 1.778)  0.2870
H (-0.984, 1.152, 2.213)  0.2754
H (-1.816, 1.025, 0.560)  0.3179
H (2.309, 0.183, -0.683)  0.3613
H (1.381, -0.359, -1.981)  0.4094
H (1.667, -1.450, -0.607)  0.3798

The charge is +1. As for the frontier orbital gap: 9.61 eV. As for the LUMO energy: -0.20158 hartree. The value obtained for the HOMO energy is -15.10 eV.


(8)
DFT (wB97M-V/def2-TZVPD) results for a cluster of 2 separate species, C20H24N4O3S in total.

Each line ends with the Mulliken charge.
Geometry (Å):
O (4.884, -0.704, 1.528)  -0.6055
O (-1.820, -0.716, -3.703)  -0.6965
O (-2.090, 3.788, -2.367)  -0.6683
S (4.903, -3.595, 0.580)  -0.0450
C (4.257, -0.329, 0.551)  0.7232
C (-2.123, -0.206, -2.635)  0.6438
C (-2.179, 3.253, -1.271)  -0.1462
C (4.955, -4.925, -0.565)  -0.4818
C (4.512, -4.553, -1.807)  -0.4934
C (4.115, -3.152, -1.858)  -0.4000
C (4.280, -2.503, -0.659)  0.2628
C (0.296, -0.761, 0.192)  -0.8745
C (-0.465, 0.323, 0.469)  0.5418
C (-3.004, -0.048, 3.368)  -0.9665
C (-2.701, -1.384, 3.687)  -0.3890
C (-2.309, 0.612, 2.338)  0.0620
C (-1.695, -2.067, 2.980)  -1.0180
C (-1.302, -0.050, 1.603)  1.1009
C (-1.011, -1.400, 1.954)  -0.6561
N (3.962, -1.149, -0.526)  -0.0849
N (-0.008, -1.773, 1.084)  0.0671
N (-2.582, 3.929, -0.186)  -0.0462
N (-1.716, 1.030, -2.348)  -0.0631
C (3.798, 1.117, 0.505)  -0.8692
C (-2.981, -0.985, -1.657)  -0.7762
C (-2.934, 5.349, -0.191)  -0.9978
C (-0.516, 1.606, -0.289)  -1.2399
C (-1.827, 1.768, -1.079)  0.2143
H (5.302, -5.922, -0.311)  0.3906
H (4.466, -5.228, -2.658)  0.3560
H (3.742, -2.676, -2.759)  0.3702
H (1.002, -0.834, -0.624)  0.5679
H (-3.774, 0.471, 3.921)  0.4112
H (-3.239, -1.885, 4.480)  0.3958
H (-2.551, 1.636, 2.107)  0.3462
H (-1.453, -3.091, 3.221)  0.4013
H (3.552, -0.691, -1.331)  0.2611
H (0.446, -2.677, 1.076)  0.1997
H (-2.631, 3.435, 0.689)  0.2330
H (-1.263, 1.517, -3.108)  0.2404
H (4.102, 1.638, 1.418)  0.3045
H (2.710, 1.165, 0.424)  -0.0117
H (4.246, 1.625, -0.352)  0.3671
H (-3.262, -1.932, -2.117)  0.3195
H (-2.422, -1.185, -0.748)  0.0746
H (-3.880, -0.417, -1.428)  0.3078
H (-2.146, 5.924, -0.681)  0.3067
H (-3.057, 5.716, 0.830)  0.3652
H (-3.864, 5.499, -0.743)  0.2994
H (0.338, 1.679, -0.964)  0.4171
H (-0.428, 2.411, 0.441)  0.5392
H (-2.636, 1.345, -0.486)  0.4393

Its structure (SMILES) is CNC(=O)[C@H](Cc1c[nH]c2ccccc12)NC(C)=O.CC(=O)Nc1cccs1. As for the frontier orbital gap: 8.79 eV. As for the LUMO energy: 0.01490 hartree. The value obtained for the HOMO energy is -8.38 eV.


| no. | largest force on an atom (eV/Å) |
| --- | --- |
| 1 | 1.2 |
| 2 | 3.9 |
| 3 | 1.0 |
| 4 | 1.5 |
| 5 | 2.6 |
| 6 | 0.3 |
| 7 | 4.1 |
| 8 | 2.3 |